Record 1
Formula: C11H23AlFN2O3S
Source: the Open Molecules 2025 dataset
Level of theory: ωB97M-V with the def2-TZVPD basis set

Positions of all 42 atoms, in Å:
C1 1.804 -1.059 -2.255
C2 1.057 -0.156 -1.554
C3 0.287 -0.456 -0.266
C4 1.442 -0.517 0.804
C5 1.628 0.751 1.653
C6 2.038 1.951 0.809
O1 2.711 2.977 1.528
C7 3.963 2.594 2.049
O2 -0.608 0.555 0.127
Al1 -1.591 -0.276 1.428
N1 -0.830 -0.838 3.041
F1 -3.038 0.490 1.874
O3 -1.701 -1.784 0.479
C8 -0.646 -1.731 -0.467
N2 -0.002 -3.034 -0.342
C9 -1.415 -1.574 -1.843
S1 -3.213 -1.379 -1.785
C10 -3.348 0.405 -2.050
C11 -4.699 0.889 -1.508
H1 2.866 -0.879 -2.410
H2 1.395 -1.950 -2.717
H3 0.880 0.856 -1.928
H4 1.396 -1.380 1.467
H5 2.400 -0.602 0.287
H6 0.750 0.984 2.242
H7 2.412 0.492 2.373
H8 2.612 1.635 -0.071
H9 1.121 2.399 0.431
H10 3.932 2.705 3.135
H11 4.210 1.551 1.841
H12 4.766 3.212 1.642
H13 -0.306 -1.686 2.869
H14 -0.232 -0.181 3.522
H15 0.392 -3.373 -1.207
H16 0.664 -3.045 0.414
H17 -1.087 -0.678 -2.367
H18 -1.176 -2.428 -2.479
H19 -2.535 0.896 -1.516
H20 -3.226 0.671 -3.102
H21 -5.081 1.738 -2.075
H22 -5.421 0.079 -1.608
H23 -4.574 1.174 -0.466

total charge	-1
highest occupied orbital energy	-0.176	hartree
electronic energy	-41056.0615	eV
frontier orbital gap	7.7	eV
LUMO energy	2.94	eV

=====

Record 2
Formula: C11H23BCdF4NO2P2
Source: the Open Molecules 2025 dataset
Level of theory: ωB97M-V with the def2-TZVPD basis set

Positions of all 45 atoms, in Å:
Cd1 -0.105 -0.462 1.081
P1 -2.337 0.462 0.442
C1 -2.139 0.882 -1.249
C2 -0.878 1.343 -1.696
N1 0.238 1.060 -0.933
C3 1.448 1.435 -1.348
C4 1.637 2.179 -2.523
C5 0.518 2.490 -3.316
C6 -0.734 2.066 -2.911
C7 2.664 1.079 -0.503
P2 2.371 -0.383 0.570
H1 -1.619 2.258 -3.518
H2 2.641 2.481 -2.817
H3 0.651 3.051 -4.239
H4 3.523 0.931 -1.172
H5 2.926 1.935 0.144
H6 -2.197 -1.236 -2.919
H7 -2.976 1.074 -1.917
H8 -0.741 -3.410 -1.674
O1 -1.973 -2.183 -3.057
H9 -2.530 -2.415 -3.824
H10 -0.355 -2.216 0.981
O2 -0.387 -3.876 -0.872
H11 0.432 -3.402 -0.658
C8 2.850 -1.786 -0.524
H12 3.891 -1.715 -0.866
H13 2.728 -2.708 0.061
H14 2.187 -1.812 -1.402
C9 3.634 -0.331 1.889
H15 3.538 -1.264 2.459
H16 4.664 -0.249 1.516
H17 3.418 0.522 2.548
C10 -3.048 1.867 1.375
H18 -4.059 2.126 1.023
H19 -3.096 1.596 2.440
H20 -2.394 2.744 1.253
C11 -3.459 -0.967 0.671
H21 -3.592 -1.099 1.756
H22 -4.439 -0.802 0.202
H23 -2.976 -1.862 0.252
F1 0.041 0.357 3.195
B1 0.013 0.102 4.753
F2 1.352 0.010 5.135
F3 -0.624 1.215 5.308
F4 -0.708 -1.086 4.886

total charge	+1
highest occupied orbital energy (alpha / beta)	-0.434 / -0.416	hartree
electronic energy	-52049.8288	eV
frontier orbital gap (alpha / beta)	4.4 / 3.4	eV
energy relative to the best compared isomer or geometry (same formula, charge and spin)	119.9	kcal/mol
LUMO energy (alpha / beta)	-7.46 / -7.89	eV

=====

Record 3
Formula: C11H23BF4NO2P2Sc
Source: the Open Molecules 2025 dataset
Level of theory: ωB97M-V with the def2-TZVPD basis set

Positions of all 45 atoms, in Å:
Sc1 -0.642 -0.356 0.508
P1 -2.154 1.501 -0.687
C1 -1.278 1.159 -2.261
C2 0.219 1.001 -2.088
N1 0.704 0.399 -0.973
C3 2.041 0.363 -0.738
C4 2.918 0.834 -1.694
C5 2.433 1.342 -2.905
C6 1.056 1.400 -3.100
C7 2.585 -0.252 0.545
P2 1.559 -1.538 1.392
H1 0.571 1.729 -4.021
H2 3.969 0.681 -1.449
H3 3.133 1.656 -3.683
H4 3.545 -0.735 0.300
H5 2.855 0.538 1.281
H6 -1.653 0.246 -2.779
H7 -1.450 2.008 -2.947
H8 -1.112 -3.503 -0.562
O1 -1.256 -2.622 -1.034
H9 -1.735 -2.831 -1.829
H10 -1.572 -3.839 1.721
O2 -0.978 -4.085 0.995
H11 -0.580 -4.952 1.187
C8 2.269 -3.133 0.831
H12 3.292 -3.249 1.206
H13 1.666 -3.933 1.281
H14 2.275 -3.228 -0.262
C9 2.224 -1.268 3.081
H15 1.625 -1.838 3.807
H16 3.268 -1.623 3.124
H17 2.198 -0.194 3.336
C10 -1.798 3.290 -0.430
H18 -2.371 3.891 -1.155
H19 -2.129 3.576 0.583
H20 -0.726 3.514 -0.529
C11 -3.908 1.562 -1.207
H21 -4.514 1.665 -0.298
H22 -4.060 2.448 -1.844
H23 -4.208 0.661 -1.752
F1 -0.349 0.995 1.825
B1 -1.902 1.658 3.247
F2 -2.029 0.401 3.726
F3 -1.123 2.543 3.845
F4 -2.878 2.113 2.407

total charge	+2
highest occupied orbital energy	-0.591	hartree
electronic energy	-68184.4904	eV
frontier orbital gap	8.7	eV
energy relative to the best compared isomer or geometry (same formula, charge and spin)	12.6	kcal/mol
LUMO energy	-7.34	eV

=====

Record 4
Formula: C11H23BO8S
Source: the Open Molecules 2025 dataset
Level of theory: ωB97M-V with the def2-TZVPD basis set

Positions of all 44 atoms, in Å:
C1 3.387 -2.741 -1.750
C2 1.986 -2.334 -2.522
O1 1.124 -1.498 -1.671
C3 1.535 -0.072 -1.719
C4 0.304 0.806 -1.011
O2 -0.674 1.328 -1.979
C5 -1.535 0.271 -2.532
O3 -1.086 -0.543 -3.528
O4 -2.938 0.041 -2.115
B1 -3.040 -1.017 -1.091
O5 -1.923 -1.673 -0.384
O6 -4.424 -1.432 -0.689
C6 -4.851 -2.634 -1.423
C7 -4.822 -2.487 -3.061
H1 3.753 -3.766 -2.228
H2 4.208 -1.927 -1.977
H3 3.237 -2.953 -0.603
H4 1.407 -3.347 -2.740
H5 2.224 -1.857 -3.583
H6 2.476 0.016 -1.011
H7 1.805 0.305 -2.798
H8 0.851 1.762 -0.550
H9 -0.155 0.233 -0.100
H10 -2.187 -2.563 0.001
H11 -4.296 -3.628 -1.091
H12 -5.994 -2.810 -1.130
H13 -3.754 -2.642 -3.535
H14 -5.197 -1.421 -3.367
H15 -5.518 -3.310 -3.570
C8 0.598 2.500 4.342
C9 2.059 2.583 4.780
C10 2.923 2.430 3.530
S1 1.943 3.041 2.167
O7 1.649 1.936 1.279
O8 2.510 4.288 1.693
C11 0.482 3.402 3.122
H16 -0.083 2.812 5.138
H17 0.352 1.467 4.070
H18 2.247 3.561 5.241
H19 2.303 1.818 5.524
H20 3.845 3.012 3.604
H21 3.160 1.380 3.333
H22 -0.412 3.206 2.527
H23 0.521 4.457 3.408

total charge	0
highest occupied orbital energy	-0.341	hartree
SMILES	CCOCCOC(=O)OB(O)OCC.O=S1(=O)CCCC1
electronic energy	-39668.6920	eV
frontier orbital gap	9.7	eV
LUMO energy	0.43	eV

=====

Record 5
Formula: C11H23BrN3O7P2S
Source: the Open Molecules 2025 dataset
Level of theory: ωB97M-V with the def2-TZVPD basis set

Positions of all 48 atoms, in Å:
C1 -0.858 2.928 -4.726
O1 -1.415 1.729 -4.068
C2 -1.428 1.881 -2.591
C3 -0.359 0.912 -1.812
C4 -0.237 -0.674 -2.209
N1 -0.537 -1.377 -1.035
C5 -0.518 -2.875 -1.239
O2 0.019 -3.654 -0.113
C6 0.821 -4.809 -0.574
C7 2.336 -4.746 -1.201
O3 0.264 -6.035 -0.463
C8 -0.861 -0.501 0.153
P1 -2.781 -0.245 -0.007
O4 -3.624 -1.765 0.317
Br1 -3.510 1.294 1.545
P2 -0.471 -1.085 1.928
O5 -1.570 -2.367 2.478
O6 -0.714 0.231 3.097
S1 1.364 -1.696 2.205
C9 -0.231 1.012 -0.175
C10 1.400 1.049 0.036
H1 -0.546 2.617 -5.828
H2 -1.635 3.815 -4.835
H3 0.106 3.363 -4.199
H4 -2.530 1.818 -2.138
H5 -1.085 3.006 -2.386
H6 0.688 1.333 -2.195
H7 0.020 -1.193 -3.249
H8 -1.563 -3.328 -1.584
H9 0.215 -3.074 -2.159
H10 2.822 -3.681 -1.206
H11 3.057 -5.533 -0.666
H12 2.264 -5.090 -2.333
H13 -2.908 -2.469 0.141
H14 -2.240 -1.903 3.096
H15 -0.738 1.115 2.624
H16 -0.870 1.931 0.212
H17 1.945 1.928 -0.515
H18 1.827 -0.005 -0.321
H19 1.630 1.135 1.187
C11 1.288 3.389 3.991
O7 0.658 4.005 3.147
N2 0.921 2.172 4.432
N3 2.409 3.869 4.560
H20 1.434 1.656 5.127
H21 0.084 1.768 4.033
H22 2.725 4.781 4.261
H23 2.935 3.369 5.256

total charge	+1
highest occupied orbital energy	-0.439	hartree
electronic energy	-130026.0281	eV
frontier orbital gap	6.5	eV
LUMO energy	-5.45	eV

=====

Record 6
Formula: C11H23FO3
Source: the Open Molecules 2025 dataset
Level of theory: ωB97M-V with the def2-TZVPD basis set

Positions of all 38 atoms, in Å:
C1 3.681 -0.130 0.799
C2 2.840 -0.787 -0.287
C3 1.908 -1.871 0.262
F1 1.972 -1.950 1.659
C4 0.419 -1.761 -0.121
C5 0.035 -2.994 -0.938
O1 0.102 -0.595 -0.866
C6 -0.990 0.163 -0.383
C7 -2.306 -0.284 -1.005
O2 -3.363 0.258 -0.215
C8 -3.924 -0.692 0.677
C9 -0.790 1.661 -0.662
C10 -0.289 2.397 0.576
C11 -0.145 3.901 0.337
O3 0.953 1.835 1.001
H1 4.254 -0.871 1.337
H2 4.391 0.543 0.336
H3 3.058 0.377 1.519
H4 3.543 -1.272 -0.952
H5 2.321 -0.047 -0.875
H6 2.278 -2.825 -0.087
H7 -0.157 -1.813 0.797
H8 -1.029 -3.047 -1.114
H9 0.336 -3.867 -0.371
H10 0.601 -3.009 -1.860
H11 -1.128 0.073 0.689
H12 -2.385 -1.365 -1.078
H13 -2.434 0.115 -2.006
H14 -4.586 -1.357 0.130
H15 -4.464 -0.159 1.445
H16 -3.155 -1.302 1.145
H17 -0.008 1.729 -1.414
H18 -1.709 2.112 -1.006
H19 -0.980 2.218 1.390
H20 -0.187 4.167 -0.711
H21 -0.954 4.429 0.830
H22 0.768 4.239 0.801
H23 1.523 1.781 0.221

total charge	0
highest occupied orbital energy	-0.346	hartree
SMILES	CC[C@@H](F)[C@H](C)O[C@H](COC)C[C@H](C)O
electronic energy	-20638.8095	eV
frontier orbital gap	10.3	eV
energy relative to the best compared isomer or geometry (same formula, charge and spin)	7.2	kcal/mol
LUMO energy	0.93	eV

=====

Record 7
Formula: C11H23GeN4S3Te4Y
Source: the Open Molecules 2025 dataset
Level of theory: ωB97M-V with the def2-TZVPD basis set

Positions of all 47 atoms, in Å:
Y1 2.414 -1.001 2.526
S1 -1.893 -2.331 4.066
C1 -0.250 -2.040 3.871
S2 0.628 -0.529 4.442
S3 0.347 -2.907 2.507
Te1 1.727 -8.005 -1.835
Te2 1.463 -5.674 -1.023
Te3 3.672 -3.324 2.765
Te4 5.357 -0.986 2.907
C2 0.580 -2.250 -1.246
Ge1 2.202 -1.092 -0.977
C3 1.168 0.126 -2.244
C4 3.416 -2.335 -1.902
C5 2.303 0.135 0.482
H1 0.869 -2.631 -2.219
H2 -0.323 -1.636 -1.326
H3 0.273 -3.061 -0.627
H4 0.333 0.297 -1.578
H5 0.857 -0.340 -3.227
H6 1.549 1.080 -2.522
H7 2.843 -3.222 -1.989
H8 4.407 -2.514 -1.396
H9 3.594 -1.970 -2.906
H10 1.511 0.852 0.181
H11 3.293 0.372 0.689
C6 -1.889 0.674 -0.710
N1 -0.790 1.213 0.113
C7 -1.221 1.296 1.425
N2 -2.451 2.125 1.526
C8 -3.495 1.600 0.650
N3 -3.064 1.513 -0.801
C9 -2.609 2.900 -1.172
N4 -1.518 3.425 -0.358
C10 -0.419 2.486 -0.483
C11 -2.001 3.422 1.080
H12 -2.159 -0.341 -0.236
H13 -1.562 0.618 -1.805
H14 -0.455 1.767 2.025
H15 -1.384 0.244 1.735
H16 -4.399 2.139 0.809
H17 -3.646 0.571 0.908
H18 -3.521 3.477 -1.171
H19 -2.265 2.734 -2.164
H20 0.541 2.845 0.009
H21 -0.203 2.287 -1.597
H22 -2.645 4.274 1.107
H23 -1.184 3.716 1.693

total charge	-2
highest occupied orbital energy (alpha / beta)	-0.045 / -0.045	hartree
electronic energy	-136977.7611	eV
frontier orbital gap (alpha / beta)	3.3 / 3.3	eV
LUMO energy (alpha / beta)	2.07 / 2.06	eV

=====

Record 8
Formula: C11H23INO2P2Sr
Source: the Open Molecules 2025 dataset
Level of theory: ωB97M-V with the def2-TZVPD basis set

Positions of all 41 atoms, in Å:
Sr1 0.658 1.750 0.747
P1 2.109 -1.040 1.626
C1 2.368 -1.354 -0.207
C2 1.066 -1.595 -0.976
N1 -0.066 -0.950 -0.568
C3 -1.266 -1.269 -1.133
C4 -1.350 -2.163 -2.207
C5 -0.174 -2.731 -2.732
C6 1.052 -2.448 -2.091
C7 -2.574 -0.680 -0.595
P2 -2.243 0.794 0.506
H1 2.035 -2.874 -2.366
H2 -2.375 -2.328 -2.575
H3 -0.211 -3.380 -3.624
H4 -3.367 -0.369 -1.333
H5 -3.168 -1.380 0.042
H6 2.979 -0.487 -0.573
H7 3.111 -2.185 -0.233
H8 1.375 4.045 -1.036
O1 1.636 3.123 -1.270
H9 2.331 3.251 -1.945
H10 -0.916 4.642 1.360
O2 -0.886 4.709 0.394
H11 -1.225 5.614 0.198
C8 -2.571 1.963 -0.862
H12 -3.591 1.667 -1.183
H13 -2.560 3.021 -0.601
H14 -1.883 1.722 -1.677
C9 -3.933 0.825 1.197
H15 -4.077 1.704 1.832
H16 -4.641 0.871 0.339
H17 -4.106 -0.113 1.738
C10 2.374 -2.775 2.124
H18 3.342 -3.086 1.698
H19 2.445 -2.899 3.203
H20 1.602 -3.406 1.692
C11 3.875 -0.588 1.819
H21 4.129 -0.343 2.863
H22 4.487 -1.478 1.517
H23 4.131 0.230 1.122
I1 0.078 1.991 3.770

total charge	+1
highest occupied orbital energy	-0.392	hartree
electronic energy	-44876.6427	eV
frontier orbital gap	7.5	eV
energy relative to the best compared isomer or geometry (same formula, charge and spin)	0.0	kcal/mol
LUMO energy	-3.20	eV

=====

> electronic energy of number 2 (C11H23BCdF4NO2P2)?

-52049.8288 eV

=====

> Number 1 is which compound?

C11H23AlFN2O3S

=====

Repeat the seventh record exactly.
Formula: C11H23GeN4S3Te4Y
Source: the Open Molecules 2025 dataset
Level of theory: ωB97M-V with the def2-TZVPD basis set

Positions of all 47 atoms, in Å:
Y1 2.414 -1.001 2.526
S1 -1.893 -2.331 4.066
C1 -0.250 -2.040 3.871
S2 0.628 -0.529 4.442
S3 0.347 -2.907 2.507
Te1 1.727 -8.005 -1.835
Te2 1.463 -5.674 -1.023
Te3 3.672 -3.324 2.765
Te4 5.357 -0.986 2.907
C2 0.580 -2.250 -1.246
Ge1 2.202 -1.092 -0.977
C3 1.168 0.126 -2.244
C4 3.416 -2.335 -1.902
C5 2.303 0.135 0.482
H1 0.869 -2.631 -2.219
H2 -0.323 -1.636 -1.326
H3 0.273 -3.061 -0.627
H4 0.333 0.297 -1.578
H5 0.857 -0.340 -3.227
H6 1.549 1.080 -2.522
H7 2.843 -3.222 -1.989
H8 4.407 -2.514 -1.396
H9 3.594 -1.970 -2.906
H10 1.511 0.852 0.181
H11 3.293 0.372 0.689
C6 -1.889 0.674 -0.710
N1 -0.790 1.213 0.113
C7 -1.221 1.296 1.425
N2 -2.451 2.125 1.526
C8 -3.495 1.600 0.650
N3 -3.064 1.513 -0.801
C9 -2.609 2.900 -1.172
N4 -1.518 3.425 -0.358
C10 -0.419 2.486 -0.483
C11 -2.001 3.422 1.080
H12 -2.159 -0.341 -0.236
H13 -1.562 0.618 -1.805
H14 -0.455 1.767 2.025
H15 -1.384 0.244 1.735
H16 -4.399 2.139 0.809
H17 -3.646 0.571 0.908
H18 -3.521 3.477 -1.171
H19 -2.265 2.734 -2.164
H20 0.541 2.845 0.009
H21 -0.203 2.287 -1.597
H22 -2.645 4.274 1.107
H23 -1.184 3.716 1.693

total charge	-2
highest occupied orbital energy (alpha / beta)	-0.045 / -0.045	hartree
electronic energy	-136977.7611	eV
frontier orbital gap (alpha / beta)	3.3 / 3.3	eV
LUMO energy (alpha / beta)	2.07 / 2.06	eV